[1]
{
  "formula": "C23H92O23",
  "method": "ωB97M-V with the def2-TZVPD basis set",
  "species": ["C", "O", "H", "H", "H", "H", "C", "O", "H", "H", "H", "H", "C", "O", "H", "H", "H", "H", "C", "O", "H", "H", "H", "H", "C", "O", "H", "H", "H", "H", "C", "O", "H", "H", "H", "H", "C", "O", "H", "H", "H", "H", "C", "O", "H", "H", "H", "H", "C", "O", "H", "H", "H", "H", "C", "O", "H", "H", "H", "H", "C", "O", "H", "H", "H", "H", "C", "O", "H", "H", "H", "H", "C", "O", "H", "H", "H", "H", "C", "O", "H", "H", "H", "H", "C", "O", "H", "H", "H", "H", "C", "O", "H", "H", "H", "H", "C", "O", "H", "H", "H", "H", "C", "O", "H", "H", "H", "H", "C", "O", "H", "H", "H", "H", "C", "O", "H", "H", "H", "H", "C", "O", "H", "H", "H", "H", "C", "O", "H", "H", "H", "H", "C", "O", "H", "H", "H", "H"],
  "positions_angstrom": [[1.930788, 2.445824, 6.376114], [0.803925, 1.805767, 5.832722], [1.741200, 3.051790, 7.238234], [2.613048, 1.704031, 6.714102], [2.413816, 3.087916, 5.657890], [0.306440, 2.370936, 5.191640], [-4.718331, -2.668397, -2.910388], [-3.796599, -1.900874, -2.030385], [-5.007625, -3.604797, -2.338199], [-5.673997, -2.123483, -3.150206], [-4.169623, -2.891634, -3.860770], [-2.915030, -2.388205, -2.163560], [-3.344712, 4.217440, -0.580720], [-2.596647, 4.040192, -1.806002], [-4.172886, 4.878704, -0.630224], [-3.718426, 3.276210, -0.180160], [-2.651207, 4.640506, 0.198871], [-3.216763, 3.877666, -2.521793], [-3.491528, -1.263729, 1.544297], [-3.758102, 0.171417, 1.653147], [-2.445320, -1.379040, 1.881158], [-4.069811, -1.775233, 2.262860], [-3.638208, -1.616336, 0.462562], [-3.270363, 0.562087, 0.879098], [2.303474, -0.945599, -2.916474], [2.030529, 0.396414, -3.169560], [1.836881, -1.557411, -3.760929], [3.381006, -1.200871, -2.890900], [1.863321, -1.261201, -1.931708], [1.270143, 0.438381, -3.811624], [-0.475327, 3.597668, -3.929463], [-1.506239, 3.151730, -4.866100], [-0.293349, 2.876582, -3.145912], [0.441649, 3.698193, -4.448195], [-0.742264, 4.519204, -3.467758], [-2.362713, 3.043889, -4.439322], [-4.424066, 2.134283, -5.677424], [-4.099507, 2.301840, -4.272135], [-4.595806, 1.089619, -5.906704], [-5.274906, 2.767188, -5.946707], [-3.590815, 2.556406, -6.216547], [-4.433702, 1.645256, -3.648009], [-0.571290, 4.495742, 4.109227], [-0.733221, 3.184466, 3.670661], [0.450019, 4.732280, 3.960820], [-1.192241, 5.239444, 3.458244], [-0.800757, 4.669303, 5.135793], [-1.646726, 2.831387, 3.807935], [2.969477, -4.789519, -0.730215], [1.680386, -4.625056, -0.258311], [3.238366, -5.839032, -0.633769], [3.066827, -4.318583, -1.734982], [3.671249, -4.159712, -0.144718], [1.681201, -4.875284, 0.668797], [5.939724, 3.583892, 2.808014], [5.760871, 2.184259, 3.098988], [6.763649, 3.694835, 2.139178], [5.089699, 4.115580, 2.371388], [6.192962, 4.023811, 3.766112], [5.387810, 1.753617, 2.319013], [1.194764, -2.726557, 6.059583], [1.556132, -3.057069, 4.723703], [2.061845, -2.983904, 6.638445], [0.971670, -1.660218, 6.209312], [0.395100, -3.340080, 6.438691], [1.664377, -2.239078, 4.267870], [-2.277772, 0.203872, 4.684222], [-2.718478, 1.470492, 4.136637], [-3.240372, -0.378059, 4.766580], [-1.653047, -0.306145, 4.006523], [-1.780513, 0.504125, 5.665629], [-3.264916, 1.130586, 3.433729], [-1.123640, 1.122804, -1.717330], [-1.170143, 0.726519, -0.343684], [-0.083086, 1.274692, -1.975099], [-1.581819, 0.298283, -2.188064], [-1.763487, 1.926553, -1.843519], [-0.942413, 1.499014, 0.206842], [5.021107, 1.944774, -3.341071], [4.363947, 2.037563, -2.051315], [4.993070, 0.899257, -3.644079], [4.429265, 2.529184, -4.032894], [6.078752, 2.318579, -3.291318], [3.525190, 1.579839, -2.205456], [2.894899, 0.564556, 3.652433], [1.557891, 0.028616, 3.738679], [3.480788, -0.047545, 2.967522], [2.960087, 1.611823, 3.288672], [3.353416, 0.593532, 4.638671], [1.127208, 0.544021, 4.436238], [1.220277, 3.034926, 0.316523], [-0.142825, 3.270566, 0.703384], [1.206823, 3.341627, -0.688915], [1.878317, 3.659470, 0.898494], [1.487588, 1.981979, 0.409320], [-0.211841, 3.330135, 1.627750], [-2.058612, -4.814903, -0.985783], [-1.647278, -3.733868, -1.803272], [-2.038923, -5.672468, -1.669475], [-1.337572, -4.916407, -0.186113], [-3.061651, -4.729752, -0.643766], [-1.135145, -3.070076, -1.310773], [-0.914896, -0.550968, -5.113121], [0.007185, 0.568019, -5.146176], [-0.477376, -1.377150, -4.581314], [-1.781243, -0.241562, -4.594008], [-1.140036, -0.925590, -6.108262], [-0.538399, 1.353567, -5.348195], [0.252679, -2.213494, 1.119565], [-0.226211, -1.782615, -0.147345], [-0.179045, -1.640266, 1.948658], [-0.129697, -3.242659, 1.328023], [1.358816, -2.171198, 1.286324], [-0.750713, -0.973409, -0.003347], [-5.240449, 1.238262, -1.357616], [-5.051210, 0.437948, -2.527073], [-5.933115, 2.044530, -1.603009], [-5.840764, 0.679428, -0.578781], [-4.246935, 1.548135, -0.986220], [-4.471882, -0.362806, -2.229366], [0.054271, -3.820876, -4.831623], [-1.327715, -3.547620, -5.148325], [0.312858, -3.627291, -3.803449], [0.352623, -4.784228, -5.044324], [0.692258, -3.222593, -5.493115], [-1.804012, -3.710683, -4.301636], [1.707788, -6.180090, 3.148801], [1.732448, -4.834517, 2.684409], [1.312388, -6.823580, 2.364415], [2.705826, -6.617459, 3.400011], [1.046158, -6.321568, 4.005626], [1.690086, -4.278901, 3.522714], [5.335116, 0.025904, 0.590726], [4.726007, 1.229908, 0.883602], [6.099505, 0.123987, -0.239699], [5.888861, -0.441984, 1.451102], [4.591338, -0.716519, 0.283404], [4.568140, 1.736924, 0.088103]],
  "forces_ev_per_angstrom": [[0.00, 0.47, -0.36], [-1.05, 0.03, -0.60], [-0.69, 0.46, 0.63], [0.65, -0.77, 0.03], [0.38, 0.13, -0.43], [0.52, -0.30, 0.54], [0.19, -0.45, 0.65], [0.10, -1.29, -1.40], [0.38, 0.89, -0.95], [1.26, -0.12, 0.45], [-0.68, -0.02, 0.76], [-1.33, 0.73, 0.61], [1.89, -0.28, 0.78], [-0.64, 0.36, 1.01], [-0.79, 0.78, -0.57], [0.09, -0.16, -0.07], [-0.45, -0.46, -0.97], [-0.27, -0.07, -0.13], [1.46, 1.36, -1.50], [0.43, -0.31, -1.16], [-0.24, -0.41, -0.54], [-1.10, -0.53, 0.50], [0.13, 0.29, 1.70], [-0.52, -0.37, 1.10], [-0.88, -1.99, -0.21], [-0.36, 0.98, -0.53], [0.66, 0.36, 1.23], [-0.34, 0.50, -0.11], [0.25, 0.07, -0.82], [0.77, 0.29, 0.48], [-1.33, -0.87, -0.30], [1.51, 0.21, 0.13], [-0.16, -0.18, 0.09], [0.75, 0.20, -0.90], [-0.24, 0.79, 0.26], [-0.19, -0.21, 0.42], [-0.12, 0.50, 1.40], [0.49, 1.12, -0.73], [-0.02, -0.10, -0.22], [-0.23, -0.35, 0.15], [0.42, -0.27, -0.31], [-0.45, -0.83, -0.31], [-1.56, 1.75, -1.88], [-0.30, -0.90, 0.03], [1.11, 0.42, -0.15], [0.96, -1.11, 1.14], [-0.41, -0.06, 0.92], [0.55, -0.05, 0.02], [1.14, 1.25, -0.03], [-1.28, 0.20, -0.15], [0.55, -0.07, -0.63], [-0.31, -1.00, 0.32], [-0.01, -0.50, 0.08], [-0.11, 0.22, 0.47], [-0.11, -1.16, 0.71], [-0.12, 0.94, 0.43], [0.76, 0.29, -0.55], [-0.31, -0.33, 0.12], [0.02, 0.34, 0.01], [-0.10, 0.23, -0.27], [0.73, 0.09, 0.23], [-0.68, -0.51, 0.38], [0.41, 0.13, 0.76], [-0.04, -0.33, -0.29], [-0.57, -0.18, -0.24], [0.13, 1.22, -0.85], [-1.60, 1.53, 1.95], [0.31, -0.48, 0.21], [1.24, 0.12, 0.68], [1.17, -0.55, -0.66], [-0.65, -1.11, -1.23], [-0.62, 0.52, -1.17], [0.84, -1.37, 1.59], [-0.44, 0.33, 1.21], [-0.01, 0.07, -0.53], [-0.08, -1.05, -1.22], [-0.78, 1.96, -0.50], [0.09, -0.02, -0.17], [0.16, 0.09, 0.82], [0.47, -0.10, -0.23], [0.29, -0.01, -0.26], [0.18, 0.19, -0.45], [-1.13, -0.32, 0.17], [-0.23, 0.04, 0.06], [-0.22, 0.46, 0.00], [0.65, 0.05, -0.22], [-0.11, -0.06, 0.14], [-0.44, -0.53, -0.05], [0.23, -0.29, 0.07], [-0.06, 0.02, 0.12], [-1.06, -0.14, 0.91], [-0.02, -0.44, -1.83], [0.59, 0.23, -1.40], [0.44, 0.15, 0.14], [0.11, -0.04, 0.03], [-0.15, -0.08, 2.25], [1.11, -0.35, -1.14], [-0.32, 1.00, -0.79], [0.15, -0.17, 0.51], [-0.06, -0.40, 0.32], [-0.90, 0.43, 0.57], [0.26, -0.13, 0.45], [1.21, 0.44, -0.48], [-0.53, -0.40, -0.11], [0.36, -0.04, 0.30], [-1.27, 0.17, 0.45], [-0.13, 0.16, -0.15], [0.31, -0.04, 0.25], [-0.32, -0.93, 1.16], [0.08, -0.20, 0.22], [0.03, 0.39, -0.23], [0.70, 0.52, -0.34], [-0.83, -0.10, -0.72], [0.39, 0.17, -0.33], [-0.86, -1.06, 0.52], [0.95, -1.25, 0.94], [0.60, 0.41, -0.22], [1.05, 0.29, -0.49], [-0.72, 0.18, 0.08], [-0.96, 1.47, -0.85], [-0.38, 2.07, -0.59], [0.24, -0.54, 1.42], [-0.11, 0.31, 0.45], [0.14, -2.53, -0.44], [-0.27, 0.32, 0.20], [0.37, 0.12, -0.87], [0.38, -0.66, -0.19], [0.05, -0.09, 1.49], [-0.09, 0.08, -0.22], [-0.47, 0.66, -0.06], [0.04, 0.19, 0.11], [0.07, -0.42, -1.34], [1.58, -1.83, -1.12], [-0.38, 0.62, 0.85], [-0.82, -0.07, 0.79], [-0.63, 0.95, -0.42], [0.04, -0.04, -0.13], [0.06, 0.10, -0.70]],
  "lumo_energy_ev": 0.5633,
  "charge": 0,
  "total_energy_ev": -72426.8162
}

[2]
{
  "formula": "C24H13BrF7NO2PSTi",
  "method": "ωB97M-V with the def2-TZVPD basis set",
  "species": ["Ti", "F", "C", "C", "F", "C", "F", "C", "P", "C", "C", "C", "C", "C", "C", "C", "C", "C", "C", "C", "C", "C", "Br", "C", "F", "H", "H", "H", "H", "H", "H", "H", "H", "H", "H", "F", "C", "F", "F", "C", "C", "C", "C", "N", "C", "S", "H", "H", "H", "O", "O"],
  "positions_angstrom": [[-1.396378, 0.130308, -0.183265], [4.395622, -5.489392, 0.135035], [3.674922, -4.381992, 0.116635], [4.216122, -3.192692, 0.606035], [5.456022, -3.170792, 1.074035], [3.448122, -2.030692, 0.595035], [4.001622, -0.892992, 1.021035], [2.143922, -2.029592, 0.104035], [1.004522, -0.586792, 0.175735], [1.646722, 0.357808, 1.574935], [2.154122, 1.651908, 1.506835], [2.506522, 2.290808, 2.680435], [2.323622, 1.663908, 3.906535], [1.788722, 0.383908, 3.972935], [1.434722, -0.263492, 2.809935], [1.359322, 0.250908, -1.425065], [2.641922, 0.599008, -1.839365], [2.824222, 1.279808, -3.033765], [1.729922, 1.638708, -3.802865], [0.443322, 1.283108, -3.409965], [0.260522, 0.566808, -2.237665], [1.642122, -3.219792, -0.424265], [-0.083078, -3.196492, -1.208865], [2.384922, -4.390392, -0.418565], [1.881622, -5.510992, -0.913965], [2.281622, 2.149008, 0.555635], [2.927722, 3.284308, 2.637635], [2.600822, 2.174308, 4.814735], [1.638022, -0.099992, 4.924735], [0.983922, -1.249592, 2.846735], [3.492922, 0.347008, -1.225965], [3.825022, 1.527808, -3.352165], [1.869022, 2.187308, -4.721465], [-0.403678, 1.554108, -4.027565], [-0.776078, 0.199408, -1.969265], [-5.991778, -1.879992, 0.311235], [-6.424278, -0.659292, -0.003665], [-7.119378, -0.778392, -1.147965], [-7.291378, -0.288892, 0.943535], [-5.328178, 0.367908, -0.171165], [-5.708578, 1.715508, -0.266665], [-4.730578, 2.684908, -0.467465], [-3.419978, 2.287608, -0.651965], [-3.052978, 0.994808, -0.568365], [-3.980778, 0.044008, -0.249365], [-3.215678, -1.480992, 0.123035], [-6.745978, 1.980008, -0.142065], [-4.989478, 3.731408, -0.491965], [-2.621878, 2.994308, -0.858765], [-1.173078, 0.927508, 1.411635], [-0.529078, 1.545008, 0.365335]],
  "forces_ev_per_angstrom": [[0.48, -2.43, 2.28], [-0.07, 0.10, -0.02], [-0.13, 0.29, -0.03], [-0.26, -0.03, -0.06], [-0.14, -0.02, -0.06], [-0.18, -0.01, -0.18], [0.19, -0.29, 0.02], [-0.45, -0.14, 0.06], [1.70, -0.05, -0.45], [-0.23, 0.09, 0.12], [0.02, -0.47, -0.02], [0.03, 0.06, 0.19], [0.06, -0.04, -0.08], [0.07, 0.22, 0.09], [0.11, 0.02, -0.50], [0.03, -0.12, 0.35], [-0.32, 0.05, -0.06], [-0.02, -0.06, 0.10], [-0.20, -0.09, 0.06], [-0.36, -0.04, -0.10], [0.24, -0.12, 0.48], [-0.01, 0.01, -0.01], [0.11, -0.45, -0.06], [0.00, 0.30, 0.09], [0.13, -0.05, 0.02], [0.00, 0.01, -0.06], [0.00, 0.08, 0.04], [0.04, 0.07, 0.11], [-0.01, -0.02, 0.12], [0.03, -0.03, 0.05], [0.10, -0.05, 0.10], [0.06, 0.08, -0.06], [0.00, 0.03, -0.08], [0.02, -0.05, 0.00], [1.03, 0.34, -1.44], [0.11, 0.12, 0.03], [-0.24, -0.43, -0.02], [0.05, 0.18, -0.09], [-0.04, 0.24, 0.12], [-0.47, 0.72, -0.01], [0.75, -0.93, 0.11], [0.27, -0.01, -0.12], [-0.21, 0.21, -0.06], [-3.19, 1.56, -0.76], [0.45, -0.38, -0.07], [0.51, 0.13, -0.16], [-0.15, 0.08, -0.05], [0.04, 0.05, -0.08], [-0.12, -0.05, 0.05], [-0.89, -0.91, 0.74], [1.05, 2.23, -0.64]],
  "lumo_energy_ev": -4.5665,
  "charge": 1,
  "total_energy_ev": -162980.3316
}

Question: What is the formula in the first record?
Answer: C23H92O23

Question: Which formula does entry 1 have?
Answer: C23H92O23